{"formula": "C38H46BaClF6Ge3N2O4S2", "method": "the ωB97M-V functional and the def2-TZVPD basis", "species": ["Ba", "C", "C", "C", "C", "C", "H", "H", "H", "H", "H", "C", "C", "C", "N", "C", "C", "H", "H", "H", "H", "H", "C", "Ge", "C", "C", "C", "H", "H", "H", "H", "H", "H", "H", "H", "H", "H", "H", "Cl", "C", "C", "C", "C", "C", "C", "C", "H", "H", "H", "H", "H", "H", "F", "C", "F", "F", "S", "O", "O", "N", "S", "O", "O", "C", "F", "F", "F", "C", "Ge", "C", "C", "Ge", "C", "C", "C", "C", "C", "C", "C", "C", "C", "C", "C", "C", "H", "H", "H", "H", "H", "H", "H", "H", "H", "H", "H", "H", "H", "H", "H", "H", "H", "H", "H"], "positions_angstrom": [[-0.1494, 0.6072, 0.7725], [-3.1996, -0.0883, -0.1363], [-3.3961, 1.0289, -0.9899], [-3.8622, 0.5624, -2.2157], [-3.9588, -0.8463, -2.1405], [-3.5538, -1.2478, -0.8701], [-3.1547, -0.0481, 0.9520], [-3.2574, 2.0726, -0.7285], [-4.1116, 1.1688, -3.0759], [-4.2942, -1.4977, -2.9385], [-3.5387, -2.2597, -0.4866], [5.4643, -2.4214, -1.7023], [5.7427, -1.1412, -1.2465], [4.7394, -0.4482, -0.5872], [3.5324, -0.9535, -0.3572], [3.2777, -2.1916, -0.7766], [4.2135, -2.9612, -1.4559], [6.2161, -2.9963, -2.2302], [6.7100, -0.6830, -1.4087], [4.9177, 0.5566, -0.2171], [2.2859, -2.5717, -0.5428], [3.9558, -3.9541, -1.7960], [-1.2254, -5.6965, 0.6102], [0.5695, -4.9136, 0.9538], [1.6958, -5.4791, -0.5970], [1.3231, -6.1037, 2.4115], [0.5106, -3.0457, 1.2924], [-1.1691, -6.7680, 0.4031], [-1.6964, -5.2043, -0.2420], [-1.8740, -5.5554, 1.4769], [1.5246, -6.5320, -0.8357], [2.7584, -5.3592, -0.3726], [1.4636, -4.8815, -1.4799], [1.3575, -7.1446, 2.0731], [0.7141, -6.0548, 3.3167], [2.3378, -5.7939, 2.6718], [1.4506, -2.6616, 1.7065], [-0.3339, -2.8039, 1.9472], [2.4285, 6.8426, 3.5565], [2.6826, 5.1875, 3.1027], [2.4430, 4.7933, 1.7892], [2.6177, 3.4800, 1.4321], [3.0162, 2.4943, 2.3825], [3.1280, 1.1544, 2.0359], [3.3043, 2.9638, 3.6960], [3.1297, 4.2769, 4.0559], [2.1159, 5.5242, 1.0615], [2.4355, 3.1730, 0.4062], [3.4195, 0.4126, 2.7672], [2.9982, 0.8207, 1.0117], [3.6736, 2.2568, 4.4273], [3.3288, 4.5979, 5.0694], [-2.7674, 3.7525, 3.6283], [-2.6044, 2.7561, 2.7612], [-3.4029, 1.7508, 3.0608], [-2.9790, 3.2257, 1.5679], [-0.8003, 2.2330, 2.6256], [-0.4664, 2.6686, 1.3011], [-0.7814, 0.8148, 2.8125], [-0.0222, 3.0526, 3.7050], [-0.4665, 2.6815, 5.1798], [-1.6712, 1.9019, 5.1930], [-0.3660, 3.7707, 6.0944], [0.8218, 1.4850, 5.8278], [0.2461, 0.7064, 6.7475], [1.3500, 0.6976, 4.8923], [1.8161, 2.1467, 6.4354], [4.4687, 2.6973, -2.0602], [2.5810, 2.6260, -2.7543], [1.8762, 4.4232, -2.1644], [2.9337, 2.8912, -4.7333], [0.9593, 0.7812, -1.9923], [-0.3485, 1.1526, -3.5112], [-1.2131, 0.1275, -3.8968], [-2.0133, 0.2360, -5.0221], [-2.0010, 1.3984, -5.7796], [-1.2031, 2.4581, -5.3768], [-0.3924, 2.3326, -4.2556], [1.7408, -0.7476, -3.0800], [1.0969, -1.9888, -3.0099], [1.5008, -3.0583, -3.7944], [2.5991, -2.9362, -4.6351], [3.2761, -1.7266, -4.6931], [2.8378, -0.6484, -3.9351], [4.9781, 3.5604, -2.4947], [5.0179, 1.7913, -2.3166], [4.4714, 2.8153, -0.9738], [2.5963, 4.9343, -1.5201], [0.9562, 4.2798, -1.5920], [1.6502, 5.0740, -3.0102], [2.9668, 3.9518, -4.9921], [2.1518, 2.4122, -5.3230], [3.8890, 2.4393, -5.0094], [-1.2729, -0.7692, -3.2933], [-2.6615, -0.5860, -5.3025], [-2.6157, 1.4817, -6.6691], [-1.2019, 3.3840, -5.9434], [0.2184, 3.1778, -3.9568], [0.2744, -2.1184, -2.3119], [0.9607, -3.9974, -3.7485], [2.9282, -3.7779, -5.2344], [4.1407, -1.6207, -5.3403], [3.3662, 0.2955, -4.0089]], "atomic_forces_ev_per_a": [[2.57, -9.94, -8.92], [0.06, 0.02, 0.21], [0.01, 0.32, 0.23], [-0.16, -0.17, -0.12], [-0.09, 0.19, -0.21], [0.13, -0.08, 0.35], [0.18, -0.02, 0.01], [-0.05, -0.02, 0.02], [0.13, 0.02, -0.02], [0.05, -0.03, -0.01], [0.01, 0.00, -0.02], [-0.03, -0.03, 0.10], [0.01, 0.03, -0.09], [0.06, -0.11, 0.00], [0.03, 0.08, 0.23], [-0.08, -0.10, 0.04], [0.10, 0.06, -0.06], [0.00, 0.02, -0.03], [-0.01, 0.03, 0.00], [0.02, 0.00, -0.03], [-0.01, -0.01, 0.01], [-0.05, 0.01, 0.02], [0.08, 0.13, -0.01], [0.07, -0.08, 0.26], [-0.08, 0.10, 0.10], [-0.11, 0.02, -0.25], [-0.01, 0.28, -0.36], [0.08, -0.01, 0.00], [0.00, 0.02, -0.01], [0.01, 0.04, 0.02], [-0.04, -0.02, 0.03], [-0.01, 0.02, 0.04], [0.01, 0.02, -0.02], [0.02, -0.03, 0.03], [-0.04, 0.05, -0.01], [0.01, 0.04, -0.03], [0.01, -0.04, 0.15], [0.02, -0.03, 0.13], [0.00, 0.07, 0.02], [0.00, -0.09, -0.02], [-0.02, 0.17, 0.03], [0.00, -0.33, -0.04], [0.09, 0.68, 0.11], [0.01, -0.16, -0.14], [0.02, -0.24, -0.08], [0.00, 0.02, -0.03], [-0.01, -0.03, -0.02], [-0.03, 0.02, 0.02], [-0.02, -0.03, 0.00], [-0.05, -0.07, 0.03], [-0.07, -0.04, 0.04], [-0.02, 0.05, -0.01], [0.17, -0.11, 0.04], [-0.90, 0.36, -0.52], [0.27, -0.09, 0.18], [0.24, -0.09, -0.01], [-2.30, 4.53, 4.93], [-0.09, 4.55, 0.71], [-1.41, -0.24, 4.64], [0.12, -0.03, -0.67], [-0.21, -0.58, 1.71], [-0.02, -0.11, 0.03], [0.30, 0.37, -0.39], [0.20, -0.08, 0.19], [-0.06, 0.12, -0.10], [-0.13, 0.17, -0.09], [-0.02, 0.01, -0.19], [-0.36, -0.06, 0.07], [0.22, 0.23, -0.27], [-0.07, -0.29, 0.15], [-0.17, -0.27, 0.30], [1.21, 0.48, -2.70], [0.03, 0.22, 0.10], [0.09, 0.04, 0.04], [0.00, -0.02, -0.08], [-0.01, -0.03, -0.04], [-0.01, 0.12, -0.04], [-0.06, -0.04, 0.13], [0.03, 0.03, 0.27], [0.03, 0.12, 0.01], [-0.04, -0.11, -0.03], [0.01, 0.01, -0.02], [0.00, -0.05, -0.04], [0.02, 0.08, 0.10], [-0.03, 0.02, -0.05], [0.03, 0.00, -0.01], [0.07, -0.04, 0.02], [0.06, 0.00, -0.03], [-0.04, 0.10, -0.01], [0.01, -0.03, -0.04], [0.00, 0.04, 0.09], [0.01, 0.02, -0.03], [0.03, 0.00, 0.04], [-0.07, -0.05, -0.07], [-0.03, -0.01, 0.05], [-0.02, 0.01, 0.02], [0.00, 0.00, 0.01], [-0.02, 0.03, -0.08], [-0.01, -0.10, -0.04], [0.02, -0.01, 0.06], [-0.02, 0.00, 0.00], [0.00, 0.02, 0.01], [0.05, -0.04, -0.06]], "lowdin_charge": [1.75, -0.29, -0.22, -0.21, -0.20, -0.19, 0.05, 0.06, 0.07, 0.07, 0.07, -0.09, -0.08, -0.17, 0.07, -0.14, -0.06, 0.10, 0.09, 0.08, 0.06, 0.09, -0.25, 0.66, -0.24, -0.27, -0.38, 0.00, 0.00, 0.00, 0.00, -0.01, -0.02, -0.01, -0.01, -0.01, -0.11, -0.11, 0.65, -0.67, -0.10, -0.04, -0.31, 0.07, -0.06, -0.12, 0.11, 0.09, 0.08, 0.01, 0.11, 0.11, 0.14, -0.65, 0.17, 0.14, 0.47, -0.60, -0.61, -0.24, 0.60, -0.28, -0.26, -0.65, 0.14, 0.14, 0.12, -0.28, 0.69, -0.28, -0.27, 0.67, -0.37, -0.14, -0.11, -0.12, -0.12, -0.16, -0.39, -0.15, -0.11, -0.12, -0.11, -0.13, 0.01, -0.01, -0.02, -0.01, 0.00, 0.00, 0.00, 0.00, 0.00, 0.09, 0.10, 0.08, 0.09, 0.05, 0.09, 0.09, 0.09, 0.09, 0.05], "lumo_ev": [3.626, 2.595], "spin_multiplicity": 2, "e_above_lowest_kcal_mol": 157.7, "total_charge": -2, "e_tot_ev": -272056.25614, "homo_ev": [-1.27, -1.27]}

{"formula": "C38H49AsGe2OPt", "method": "the ωB97M-V functional and the def2-TZVPD basis", "species": ["Pt", "C", "C", "Ge", "C", "C", "C", "C", "Ge", "C", "C", "C", "C", "C", "C", "C", "C", "C", "C", "H", "H", "H", "H", "H", "H", "H", "H", "H", "H", "H", "H", "H", "H", "H", "H", "H", "H", "H", "H", "H", "H", "H", "H", "H", "H", "C", "C", "C", "C", "C", "C", "As", "C", "C", "C", "C", "C", "C", "C", "C", "C", "C", "C", "C", "H", "H", "H", "H", "H", "H", "H", "H", "H", "H", "H", "H", "H", "C", "C", "O", "C", "C", "H", "H", "H", "H", "H", "H", "H", "H", "H", "H"], "positions_angstrom": [[-0.9875, 1.1537, -0.0639], [-0.9730, -2.1394, -3.8818], [-1.1355, -0.7223, -3.3126], [-1.7928, -0.7136, -1.4864], [-3.7230, -0.4498, -1.4317], [-4.3141, -1.6554, -2.1837], [-1.2781, -2.3163, -0.5559], [-0.8197, -2.3576, 0.6904], [-0.6890, -0.6648, 1.6237], [-2.3166, -0.0413, 2.5088], [-2.3839, -0.6874, 3.9057], [0.9608, -0.1429, 2.5130], [1.8343, -1.2517, 3.1100], [-0.4628, -3.6167, 1.3978], [-0.1753, -4.7871, 0.6924], [0.1186, -5.9609, 1.3646], [0.1319, -5.9869, 2.7544], [-0.1415, -4.8316, 3.4680], [-0.4295, -3.6573, 2.7870], [-0.6562, -2.0975, -4.9239], [-1.9014, -2.7104, -3.8513], [-0.2232, -2.7167, -3.3381], [-1.8444, -0.1464, -3.9128], [-0.1921, -0.1882, -3.3709], [-3.9858, 0.4894, -1.9200], [-4.0928, -0.4169, -0.4083], [-3.9370, -1.7308, -3.2043], [-5.3971, -1.5508, -2.2509], [-4.1076, -2.5956, -1.6709], [-1.4246, -3.2532, -1.0931], [-3.1959, -0.2919, 1.9136], [-2.2727, 1.0472, 2.5903], [-2.5290, -1.7653, 3.8494], [-3.2313, -0.2738, 4.4527], [-1.4872, -0.4875, 4.4958], [0.6809, 0.5919, 3.2729], [1.5392, 0.3966, 1.7630], [1.3802, -1.7016, 3.9913], [2.7946, -0.8348, 3.4163], [2.0286, -2.0477, 2.3903], [-0.1649, -4.7856, -0.3904], [0.3404, -6.8599, 0.8052], [0.3580, -6.9065, 3.2769], [-0.1328, -4.8428, 4.5496], [-0.6443, -2.7662, 3.3693], [1.4936, 2.7049, -5.4031], [2.0605, 1.4841, -5.0645], [1.9197, 0.9806, -3.7784], [1.2021, 1.7228, -2.8450], [0.6292, 2.9475, -3.1759], [0.7775, 3.4368, -4.4642], [1.1443, 1.1260, -1.0376], [2.1831, -0.4507, -0.7900], [1.9066, -1.7490, -1.1805], [2.7768, -2.7605, -0.7913], [3.8874, -2.4620, -0.0109], [4.1505, -1.1575, 0.3890], [3.2960, -0.1365, -0.0011], [3.4350, 1.2973, 0.3734], [4.5221, 1.8556, 1.0335], [4.5585, 3.2229, 1.2700], [3.5274, 4.0528, 0.8412], [2.4348, 3.5155, 0.1766], [2.3996, 2.1465, -0.0339], [1.6128, 3.0914, -6.4064], [2.6202, 0.9229, -5.8008], [2.3687, 0.0313, -3.5152], [0.0657, 3.5200, -2.4468], [0.3412, 4.3886, -4.7354], [1.0379, -1.9818, -1.7794], [2.5896, -3.7816, -1.0952], [4.5555, -3.2559, 0.2954], [5.0161, -0.9492, 1.0040], [5.3506, 1.2341, 1.3470], [5.4122, 3.6495, 1.7791], [3.5828, 5.1185, 1.0180], [1.6406, 4.1615, -0.1742], [-0.1931, 3.4901, 2.3396], [-1.1035, 4.0893, 1.2982], [-2.0485, 3.0798, 0.8950], [-3.2949, 3.5952, 0.3723], [-4.3453, 2.5316, 0.5202], [0.5089, 4.2382, 2.7080], [0.4014, 2.6641, 1.9401], [-0.7779, 3.1231, 3.1840], [-0.5559, 4.4440, 0.4184], [-1.6563, 4.9370, 1.7047], [-3.1518, 3.8885, -0.6717], [-3.5540, 4.4885, 0.9418], [-4.0459, 1.6227, -0.0006], [-5.2872, 2.8615, 0.0820], [-4.5195, 2.2947, 1.5694]], "atomic_forces_ev_per_a": [[-0.42, 0.71, 0.03], [-0.04, -0.01, 0.03], [-0.01, -0.06, -0.28], [0.33, 0.04, 0.07], [-0.10, 0.01, 0.00], [-0.12, 0.07, 0.01], [-0.28, -0.20, -0.23], [0.12, -0.48, 0.42], [0.36, 0.15, -0.14], [-0.06, 0.05, 0.01], [-0.15, 0.09, 0.00], [0.10, -0.03, 0.22], [-0.01, 0.00, -0.03], [-0.02, 0.20, -0.18], [0.07, -0.06, 0.00], [0.00, 0.04, 0.00], [0.01, -0.04, 0.01], [-0.01, 0.06, -0.04], [-0.01, -0.04, 0.15], [0.01, 0.03, 0.01], [-0.01, 0.01, 0.01], [0.00, 0.01, -0.01], [0.01, 0.01, 0.01], [-0.01, -0.02, -0.06], [-0.02, -0.03, -0.04], [-0.02, -0.06, 0.02], [0.01, 0.03, 0.00], [0.00, -0.02, 0.01], [0.02, 0.01, 0.01], [0.03, 0.01, -0.02], [-0.01, -0.05, 0.04], [-0.01, -0.01, 0.07], [-0.01, 0.01, -0.02], [0.01, -0.01, 0.03], [0.01, 0.00, -0.02], [0.02, -0.01, 0.00], [-0.03, 0.06, 0.07], [-0.02, -0.01, -0.01], [0.00, 0.01, 0.00], [-0.01, 0.00, 0.01], [-0.01, 0.02, 0.00], [0.00, 0.00, 0.00], [0.00, 0.00, 0.00], [0.00, 0.00, 0.00], [-0.01, 0.02, -0.02], [-0.01, 0.02, -0.02], [0.01, -0.05, 0.02], [0.03, 0.20, -0.08], [0.09, 0.12, -0.02], [-0.06, -0.07, -0.07], [0.00, -0.01, 0.00], [-0.32, -0.64, -0.05], [0.00, 0.05, 0.13], [0.14, -0.05, -0.06], [0.01, 0.00, -0.01], [-0.02, 0.02, -0.01], [0.01, -0.03, -0.05], [0.02, 0.17, 0.10], [0.14, -0.04, -0.08], [-0.01, -0.02, 0.03], [-0.02, 0.00, -0.02], [0.01, 0.01, 0.04], [0.08, -0.07, 0.04], [0.04, 0.00, -0.02], [0.00, 0.00, 0.00], [-0.01, 0.00, 0.00], [0.02, 0.00, 0.03], [0.02, 0.00, 0.03], [0.00, 0.00, 0.00], [0.03, 0.02, -0.02], [-0.01, 0.00, 0.01], [0.00, 0.00, -0.01], [0.00, 0.00, -0.01], [0.00, 0.02, 0.01], [-0.01, 0.01, 0.00], [0.01, -0.01, -0.01], [0.00, 0.00, -0.02], [0.03, 0.00, 0.08], [0.04, 0.00, 0.03], [0.04, -0.21, -0.09], [0.05, 0.08, -0.08], [-0.09, -0.04, 0.02], [0.00, 0.01, -0.01], [-0.01, -0.01, -0.05], [0.00, 0.04, 0.01], [-0.01, 0.01, 0.01], [-0.02, -0.03, 0.04], [0.00, 0.00, 0.00], [0.00, -0.01, 0.03], [0.01, -0.01, 0.00], [0.02, 0.02, 0.00], [0.01, 0.01, 0.00]], "lowdin_charge": [0.56, -0.14, -0.34, 0.83, -0.35, -0.14, -0.24, -0.33, 0.93, -0.33, -0.14, -0.32, -0.13, -0.24, -0.03, -0.05, -0.05, -0.05, -0.07, 0.08, 0.07, 0.06, 0.08, 0.01, 0.07, 0.05, 0.06, 0.09, 0.08, 0.08, 0.06, 0.04, 0.07, 0.09, 0.07, 0.07, 0.01, 0.07, 0.08, 0.07, 0.11, 0.11, 0.12, 0.12, 0.08, -0.04, -0.04, -0.10, -0.39, -0.10, -0.05, 1.26, -0.30, -0.08, -0.04, -0.03, 0.00, -0.20, -0.19, 0.01, -0.03, -0.04, -0.08, -0.30, 0.12, 0.12, 0.11, 0.10, 0.12, 0.07, 0.12, 0.12, 0.12, 0.12, 0.12, 0.12, 0.10, -0.06, -0.25, -0.31, -0.23, -0.05, 0.10, 0.03, 0.09, 0.11, 0.13, 0.13, 0.13, 0.03, 0.10, 0.09], "lumo_ev": -7.180, "total_charge": 2, "e_tot_ev": -219351.69222, "homo_ev": -13.49}

{"formula": "CH2FPS", "method": "the ωB97M-V functional and the def2-TZVPD basis", "species": ["C", "F", "P", "S", "H", "H"], "positions_angstrom": [[-0.4908, -0.3654, -1.4383], [0.2619, -2.3377, -0.3355], [1.0455, -0.9917, -0.8069], [-0.8038, 1.0094, -2.2881], [-1.2463, -1.0763, -1.1230], [1.4639, 0.5856, 1.8918]], "atomic_forces_ev_per_a": [[0.76, 0.74, 0.00], [1.02, -0.18, 0.38], [-1.44, -0.13, -0.32], [0.25, -0.50, 0.32], [-0.57, 0.14, -0.29], [-0.04, -0.06, -0.10]], "lowdin_charge": [-1.01, -0.43, 0.85, 0.56, -0.01, 0.04], "lumo_ev": [-2.244, -0.756], "e_above_lowest_kcal_mol": 87.8, "total_charge": 0, "e_tot_ev": -23906.93354, "homo_ev": [-8.96, -8.96]}